(1)
{
  "formula": "C22H44O44S11",
  "method": "ωB97M-V with the def2-TZVPD basis set",
  "mol_weight_g_mol": 1365.287,
  "homo_energy_ev": -10.84,
  "elements": ["C", "C", "O", "S", "O", "O", "O", "H", "H", "H", "H", "C", "C", "O", "S", "O", "O", "O", "H", "H", "H", "H", "C", "C", "O", "S", "O", "O", "O", "H", "H", "H", "H", "C", "C", "O", "S", "O", "O", "O", "H", "H", "H", "H", "C", "C", "O", "S", "O", "O", "O", "H", "H", "H", "H", "C", "C", "O", "S", "O", "O", "O", "H", "H", "H", "H", "C", "C", "O", "S", "O", "O", "O", "H", "H", "H", "H", "C", "C", "O", "S", "O", "O", "O", "H", "H", "H", "H", "C", "C", "O", "S", "O", "O", "O", "H", "H", "H", "H", "C", "C", "O", "S", "O", "O", "O", "H", "H", "H", "H", "C", "C", "O", "S", "O", "O", "O", "H", "H", "H", "H"],
  "xyz": [[11.52476, 0.46364, -0.64798], [11.02655, -0.09981, -1.95476], [9.72588, 0.48513, -2.25713], [9.21991, 1.48687, -1.11794], [7.85270, 1.11184, -0.75775], [9.47323, 2.84930, -1.46712], [10.34438, 0.90548, -0.05049], [12.26860, 1.25524, -0.73836], [12.01902, -0.35531, -0.12535], [10.90654, -1.17562, -1.82700], [11.60595, 0.22324, -2.81965], [-1.58389, 0.12686, -0.23137], [-0.04611, 0.10844, -0.19997], [0.29514, -0.73935, 0.82051], [-0.53590, -2.11943, 0.53493], [-0.74770, -2.87596, 1.77929], [0.03934, -2.84712, -0.63232], [-1.87402, -1.20738, 0.09377], [-2.02946, 0.17685, -1.22488], [-2.09067, 0.86037, 0.39571], [0.34385, 1.10639, 0.00041], [0.42062, -0.34266, -1.07561], [4.45731, 3.15689, -7.12936], [4.74514, 4.65840, -7.11807], [5.42895, 4.93904, -8.35701], [4.66242, 4.05805, -9.49043], [5.55888, 3.57359, -10.50207], [3.36125, 4.64546, -9.79862], [4.35948, 2.76648, -8.46002], [3.57516, 2.85006, -6.56742], [5.32065, 2.61394, -6.74473], [5.31781, 4.98254, -6.24913], [3.79739, 5.19172, -7.19172], [-2.37034, 5.16793, 9.05571], [-1.83315, 6.17663, 8.16924], [-0.64567, 5.60041, 7.73056], [-0.84902, 3.93963, 7.36049], [0.27865, 3.07876, 7.67350], [-1.36894, 3.88363, 5.96928], [-2.01847, 3.89477, 8.48919], [-3.44764, 5.00491, 9.08659], [-1.98770, 5.26532, 10.07168], [-1.55704, 7.02662, 8.79324], [-2.38293, 6.42347, 7.26099], [-6.84744, -5.98014, -0.21820], [-6.64040, -5.58386, -1.63317], [-5.75292, -6.54202, -2.19797], [-5.33900, -7.78990, -1.17141], [-3.90502, -7.62502, -0.91622], [-5.70685, -9.08192, -1.66695], [-6.34395, -7.29144, 0.10367], [-7.93433, -5.96703, -0.13696], [-6.43730, -5.19887, 0.42173], [-6.34981, -4.53725, -1.72410], [-7.60651, -5.63971, -2.13479], [-4.68986, 11.47119, 3.57309], [-5.89017, 11.09093, 4.48701], [-6.12460, 9.77130, 4.11561], [-5.87855, 9.63004, 2.42514], [-7.11066, 9.95918, 1.69746], [-5.13334, 8.38249, 2.07513], [-4.83628, 10.89580, 2.33479], [-3.75130, 11.28818, 4.09626], [-4.70998, 12.55829, 3.49623], [-6.77345, 11.71028, 4.33102], [-5.62162, 11.11882, 5.54304], [-2.72388, -3.12757, 8.65734], [-3.20520, -2.79971, 10.09581], [-4.58657, -3.11534, 10.14666], [-4.90418, -4.27821, 9.03970], [-5.85840, -3.83944, 7.97638], [-5.03453, -5.60585, 9.59071], [-3.42789, -4.26788, 8.40709], [-1.68187, -3.44049, 8.59114], [-2.73097, -2.34776, 7.89581], [-3.14754, -1.75595, 10.40459], [-2.75851, -3.35617, 10.91978], [0.69965, 10.87230, -3.75565], [-0.58409, 10.84570, -2.84140], [-0.94118, 9.49518, -2.61363], [-0.47369, 8.50965, -3.93028], [-1.61899, 8.36375, -4.78407], [0.25844, 7.31644, -3.49926], [0.54339, 9.73495, -4.57196], [1.63674, 10.94288, -3.20341], [0.55546, 11.68176, -4.47125], [-1.40608, 11.38093, -3.31679], [-0.37794, 11.41083, -1.93243], [4.29500, -9.32202, -3.23120], [4.68919, -8.70508, -1.90428], [5.73630, -7.80991, -2.21630], [5.71089, -7.28743, -3.69868], [7.02572, -6.97377, -4.18745], [4.70564, -6.27650, -3.92859], [5.22367, -8.78852, -4.20696], [3.22041, -9.20820, -3.37409], [4.40439, -10.40630, -3.25243], [4.93996, -9.49294, -1.19399], [3.72709, -8.36554, -1.52066], [-0.94831, -10.29684, 5.90665], [-0.94485, -10.78214, 7.38197], [0.26256, -11.50649, 7.48751], [1.45328, -11.00721, 6.50609], [2.19067, -11.99097, 5.78694], [2.21806, -9.99558, 7.31138], [0.40645, -10.16853, 5.50758], [-1.47174, -9.34152, 5.86804], [-1.32440, -11.07700, 5.24483], [-1.81045, -11.44416, 7.35830], [-1.03825, -9.93125, 8.05677], [-2.37932, -0.85096, -11.80147], [-1.07062, -1.16395, -11.12564], [-1.13068, -0.85333, -9.78205], [-2.60870, -0.18244, -9.32188], [-2.44188, 1.28275, -9.28307], [-3.23617, -0.84356, -8.13903], [-3.24243, -0.73781, -10.76300], [-2.83020, -1.49896, -12.55308], [-2.27018, 0.09281, -12.33577], [-0.34776, -0.52000, -11.62654], [-0.52305, -2.10127, -11.22402]],
  "forces_ev_per_a": [[0.530, 0.128, -0.828], [-0.289, 0.308, -1.384], [-0.032, 0.233, 0.419], [-1.246, -1.494, 0.186], [3.004, 0.569, -0.166], [0.320, -0.709, 0.330], [-1.828, 1.103, 1.352], [-0.230, 0.283, -0.151], [-0.485, 0.170, 0.634], [-0.159, 0.091, -0.575], [0.405, -0.676, 0.175], [0.483, -0.460, -1.469], [-0.159, 2.053, -1.523], [0.221, -2.483, 2.015], [0.309, -1.354, -0.167], [0.242, 2.212, -2.892], [-1.772, 2.274, 2.931], [0.076, -3.102, 1.453], [0.487, 0.767, -0.232], [0.277, -0.307, 0.515], [0.222, -0.214, 0.026], [-0.390, 0.616, -0.645], [1.106, -0.187, 1.029], [-1.189, 0.145, -0.026], [-0.059, -0.784, -0.813], [-1.580, -1.304, 0.647], [-0.866, 1.077, 1.084], [2.519, -0.651, 0.330], [-0.041, 1.136, -2.491], [-0.088, 0.323, -0.077], [0.025, -0.005, 0.359], [0.168, 0.040, -0.421], [0.000, 0.203, 0.381], [-2.048, -2.312, 0.998], [0.459, 1.300, -0.971], [2.838, -2.203, -1.113], [-0.739, 1.628, -1.863], [-1.924, 1.932, 0.132], [0.871, 0.041, 3.725], [1.160, -1.697, -0.893], [-0.136, 0.969, 0.213], [0.233, -0.288, -0.082], [-0.099, 0.382, -0.543], [-0.620, 0.236, 0.398], [-0.984, 0.622, 1.588], [-0.514, -0.582, -1.149], [0.467, -1.093, 0.511], [2.188, 1.124, 0.004], [-2.918, 0.159, 0.251], [-0.791, 1.261, 0.453], [1.248, 0.005, -2.374], [0.080, -0.416, 0.877], [0.232, -0.531, 0.436], [0.844, -0.291, -0.137], [0.159, -0.269, -0.455], [-0.234, 2.686, 2.715], [0.918, 0.657, -0.531], [-0.191, -1.915, -2.528], [0.035, -2.118, -1.136], [2.624, -0.553, 1.817], [-2.314, 3.674, 1.535], [-1.039, -1.671, -0.653], [0.160, -0.831, -0.408], [-0.020, 0.108, -0.509], [-0.017, 0.059, -0.188], [0.078, -0.090, -0.110], [1.989, 0.913, 1.391], [0.768, 1.276, 0.551], [-1.483, -1.249, -1.468], [-1.453, -0.577, -2.876], [2.367, -0.659, 3.555], [-0.262, 1.878, -0.011], [-1.642, -1.596, -0.991], [0.190, 0.053, 0.678], [-1.144, 0.235, 0.087], [0.117, 0.100, -0.426], [0.567, -0.380, -0.508], [-2.213, 0.236, 0.168], [0.818, 0.909, -0.593], [1.019, -1.496, -1.021], [0.557, 1.104, 0.928], [1.294, 0.189, 0.612], [-1.259, 2.906, -0.648], [-0.590, -2.864, 0.265], [0.002, -0.401, -0.143], [0.481, 0.331, 0.338], [-0.070, -0.241, -0.310], [-0.031, -0.680, 0.401], [0.342, -1.242, -0.622], [-1.339, -1.357, -0.093], [0.399, 1.066, 1.840], [-0.474, 0.149, -1.789], [-1.166, -1.140, 0.938], [0.539, -1.557, 0.651], [-0.668, 1.273, -0.271], [0.172, 0.849, -0.932], [0.529, 0.042, -0.045], [1.085, 0.406, -0.033], [0.581, 1.520, 0.357], [0.354, -0.411, 0.479], [-0.505, 0.421, -2.268], [0.900, -1.262, -0.012], [0.532, 5.027, 2.122], [-1.197, 0.022, 0.518], [-1.987, -2.924, -2.442], [1.847, -0.434, 0.660], [0.149, -0.102, -0.531], [-0.684, 0.276, 0.102], [0.252, -0.224, 1.065], [0.331, -0.379, 0.303], [0.675, 0.454, -1.304], [2.773, -0.185, -1.985], [-1.723, 1.008, 2.683], [0.621, 0.175, 0.448], [-0.580, -3.388, -0.402], [1.933, 1.516, -4.015], [-3.163, 0.966, 3.681], [0.371, -0.675, 0.408], [-0.050, 0.345, 0.148], [0.206, 0.522, 0.307], [-1.063, -0.735, 0.040]]
}

(2)
{
  "formula": "C22H45AlN2OP3",
  "method": "ωB97M-V with the def2-TZVPD basis set",
  "mol_weight_g_mol": 473.519,
  "total_charge": 3,
  "homo_energy_ev": [-15.19, -15.10],
  "elements": ["Al", "P", "P", "P", "H", "C", "C", "H", "C", "C", "C", "C", "C", "C", "C", "C", "C", "H", "H", "H", "H", "H", "H", "H", "H", "H", "H", "H", "H", "H", "H", "H", "H", "H", "H", "H", "H", "H", "H", "H", "H", "H", "H", "H", "H", "H", "C", "C", "C", "C", "C", "C", "O", "H", "H", "H", "H", "H", "H", "C", "C", "C", "C", "N", "N", "C", "H", "H", "H", "H", "H", "H", "H", "H"],
  "xyz": [[-1.05461, -0.34003, -2.27634], [-0.35625, -0.69509, 3.89308], [-2.91363, -0.52927, -0.91034], [2.19646, 0.55887, 0.96269], [-2.68255, 1.01019, -3.76136], [-1.62481, 0.72178, -3.79420], [-1.24919, -0.64375, -4.14751], [-2.01926, -1.41464, -4.27340], [-0.79851, 0.56900, 5.09475], [-1.69672, -1.89688, 3.83059], [1.07418, -1.57755, 4.56875], [-4.48186, -0.24566, -1.79839], [-3.17150, -2.09119, -0.01128], [-2.94212, 0.74971, 0.39404], [3.38250, 1.54161, -0.02039], [3.34912, -0.12721, 2.21141], [1.40478, 1.93538, 1.90257], [-0.97617, 1.56148, -4.07055], [-0.34536, -0.81512, -4.73151], [-0.83209, 0.09604, 6.08910], [-1.78658, 0.97579, 4.83288], [-0.04383, 1.37042, 5.07856], [-2.14256, -1.96646, 4.83576], [-1.31106, -2.88877, 3.55179], [-2.46976, -1.58565, 3.11533], [1.79440, -0.86911, 5.01130], [1.57015, -2.17641, 3.78650], [0.70832, -2.25165, 5.36242], [-5.26756, -0.84231, -1.31392], [-4.38099, -0.56117, -2.84608], [-4.75293, 0.81997, -1.77029], [-4.24728, -2.28094, 0.10116], [-2.70401, -2.06748, 0.98391], [-2.73467, -2.91786, -0.58808], [-3.83836, 0.62694, 1.01335], [-2.95819, 1.74012, -0.07254], [-2.05041, 0.67987, 1.02529], [4.32944, 1.62204, 0.52448], [2.97897, 2.53764, -0.22383], [3.54874, 1.02055, -0.97036], [4.26904, 0.46841, 2.20990], [3.58280, -1.15546, 1.89889], [2.89449, -0.15075, 3.20850], [1.70839, 2.89962, 1.48272], [1.67927, 1.88053, 2.96062], [0.31682, 1.86493, 1.79729], [0.08935, 2.43849, -1.35218], [-0.69657, 3.58242, -0.98839], [-0.41605, 4.82689, -1.53177], [0.59458, 4.98891, -2.48240], [1.31029, 3.87227, -2.91803], [1.04392, 2.60493, -2.41349], [-0.02456, 1.31473, -0.66988], [-0.09116, -0.01735, 2.63104], [-1.46610, 3.44645, -0.22823], [-0.97669, 5.69637, -1.19179], [0.83507, 5.97747, -2.88298], [2.10931, 4.00447, -3.65001], [1.60047, 1.73260, -2.75698], [1.34224, -4.43084, 0.13767], [1.29132, -3.30763, -0.81618], [2.11741, -2.95120, -1.87424], [1.59995, -1.80024, -2.45959], [0.44524, -1.49005, -1.80979], [0.30351, -2.40032, -0.79770], [2.19422, -0.97196, -3.52116], [1.34324, -5.39118, -0.39427], [2.26509, -4.37928, 0.72678], [0.49173, -4.42685, 0.82684], [3.01485, -3.45691, -2.19963], [-0.42102, -2.32467, -0.09850], [2.58686, -0.01330, -3.14434], [3.05196, -1.52090, -3.93766], [1.50648, -0.76382, -4.35036]],
  "forces_ev_per_a": [[3.215, -0.017, 5.022], [0.440, 0.320, 0.678], [-1.379, 0.398, 1.294], [-0.375, -0.185, 0.202], [0.208, -0.292, 0.527], [-0.090, -0.180, -3.172], [-1.276, 1.703, -2.508], [0.031, 0.232, 0.194], [-0.089, 0.142, -0.261], [-0.210, -0.131, -0.452], [0.267, -0.001, -0.300], [0.095, -0.074, -0.459], [0.301, -0.520, -0.148], [0.196, 0.001, 0.008], [0.101, -0.213, -0.530], [0.218, -0.260, -0.124], [-0.198, 0.009, 0.136], [0.115, -0.374, 0.256], [-0.076, 0.051, 0.447], [-0.018, 0.211, -0.309], [0.304, -0.006, 0.218], [-0.292, -0.236, 0.080], [0.172, 0.057, -0.323], [-0.119, 0.313, 0.047], [0.109, -0.091, 0.329], [-0.290, -0.291, -0.230], [-0.150, 0.231, 0.360], [0.046, 0.284, -0.289], [0.181, 0.262, -0.201], [-0.260, 0.039, 0.260], [0.126, -0.335, -0.014], [0.312, 0.076, 0.050], [-0.111, 0.047, -0.342], [-0.237, 0.035, 0.210], [0.045, -0.048, -0.224], [0.023, -0.189, 0.110], [-0.069, 0.044, -0.211], [-0.152, 0.157, -0.276], [0.148, -0.183, -0.070], [0.236, 0.268, 0.097], [-0.135, -0.264, 0.412], [0.142, 0.264, 0.281], [0.256, 0.027, -0.223], [-0.068, -0.101, 0.311], [-0.019, 0.245, -0.088], [0.090, 0.167, 0.081], [-0.187, 0.141, 0.171], [0.435, 0.118, -0.065], [-0.559, -0.154, 0.459], [0.196, 0.031, -0.102], [0.247, -0.491, -0.259], [-0.098, 0.248, 0.196], [-1.141, -0.528, -2.253], [-0.166, -0.885, 0.872], [0.258, 0.174, -0.124], [0.073, -0.197, -0.130], [-0.136, -0.362, 0.184], [-0.301, -0.085, 0.138], [-0.027, 0.284, 0.187], [0.219, -0.406, 0.378], [-0.129, 0.394, -0.466], [0.436, -0.025, -0.126], [-0.757, -0.482, 1.156], [-0.652, 0.559, 0.090], [0.181, -0.162, -0.477], [0.569, 0.135, -0.767], [0.015, 0.248, 0.107], [-0.153, -0.075, -0.105], [0.097, 0.020, -0.126], [-0.065, -0.002, 0.143], [0.102, 0.087, -0.223], [-0.210, -0.415, 0.015], [-0.308, 0.260, 0.034], [0.299, -0.026, 0.235]]
}

Q: Which energy above the lowest of the compared OMol25 structures with the same formula, charge and spin values were calculated for the entries above? A: 936.4; 90.2, in kJ/mol.
Q: Which DFT total energy values were calculated for the entries above? A: -232785.7138; -63007.8103, in eV.